#one
Formula: C9H19N4O
Source: OMol25
Level of theory: the ωB97M-V functional and the def2-TZVPD basis

HOMO energy   -13.9 eV
Frontier orbital gap   10.40 eV
SMILES string   CC(C)C[C@@H](C)COn1cnc(N)[nH+]1
Spin multiplicity   1
Charge   +1

Element x y z (Å)
C: 3.88930 -0.58722 0.38438
C: 2.43812 -0.59555 -0.12882
C: 1.52324 -1.29621 0.88168
C: 2.03380 0.85668 -0.54132
C: 0.81172 1.49394 0.12866
C: 0.81037 3.01298 -0.07730
C: -0.42429 0.87126 -0.50207
O: -1.56167 0.99316 0.41206
N: -2.36810 -0.07591 0.39370
C: -2.62476 -0.92350 1.37183
N: -3.54100 -1.80296 0.99564
C: -3.85032 -1.50445 -0.25687
N: -4.74454 -2.12510 -1.06913
N: -3.12485 -0.43945 -0.66300
H: 4.09926 -1.48638 0.95784
H: 4.57903 -0.54290 -0.45597
H: 4.06232 0.28126 1.01794
H: 2.43033 -1.19187 -1.04140
H: 0.60609 -1.66538 0.42246
H: 2.03514 -2.17598 1.26790
H: 1.28918 -0.67493 1.74469
H: 1.84619 0.87681 -1.61959
H: 2.88565 1.51500 -0.38554
H: 0.79137 1.30893 1.20136
H: 0.14284 3.51941 0.61625
H: 1.80856 3.41797 0.07717
H: 0.52347 3.26528 -1.09825
H: -0.25760 -0.17794 -0.73057
H: -0.66299 1.39249 -1.43064
H: -2.14063 -0.83539 2.32958
H: -5.58064 -1.66278 -1.37484
H: -4.62474 -3.09789 -1.28563
H: -3.09985 0.05664 -1.54219

These are the Löwdin partial charges, in e, on atoms 1 to 4: C -0.068; C -0.389; C -0.079; C -0.136



#two
Formula: C9H19N4O
Source: OMol25
Level of theory: the ωB97M-V functional and the def2-TZVPD basis

HOMO energy   -12.0 eV
Frontier orbital gap   7.31 eV
SMILES string   COCCCCCCCn1cnn[nH+]1
Spin multiplicity   1
Charge   +1

Element x y z (Å)
C: -4.06193 1.40970 0.71709
O: -3.80887 0.92338 -0.57989
C: -3.12391 -0.31231 -0.60904
C: -1.70773 -0.10482 -1.12834
C: -0.81085 -1.33980 -1.03858
C: -0.55202 -1.87897 0.38146
C: 0.93254 -1.86218 0.75548
C: 1.41147 -0.42337 0.99363
C: 2.90394 -0.20655 0.69182
N: 3.12678 1.03015 -0.08538
C: 2.92691 1.28553 -1.36464
N: 3.20535 2.55543 -1.61758
N: 3.58330 3.10879 -0.50513
N: 3.52672 2.19199 0.41261
H: -3.13187 1.58308 1.27330
H: -4.69360 0.72307 1.28857
H: -4.58728 2.35641 0.61827
H: -3.13592 -0.77597 0.38160
H: -3.66167 -0.98773 -1.28057
H: -1.26518 0.75151 -0.60655
H: -1.79428 0.19434 -2.17512
H: 0.15755 -1.08479 -1.48683
H: -1.22264 -2.11926 -1.68109
H: -1.08468 -1.25981 1.10943
H: -0.94454 -2.88692 0.49881
H: 1.06926 -2.44276 1.66932
H: 1.52465 -2.32770 -0.03461
H: 0.83225 0.25108 0.35646
H: 1.21110 -0.12156 2.02092
H: 3.33970 -1.01288 0.10760
H: 3.49020 -0.09974 1.60412
H: 2.59150 0.55082 -2.07811
H: 3.75376 2.33182 1.39100

These are the Löwdin partial charges, in e, on atoms 1 to 4: C -0.111; O -0.184; C -0.238; C -0.185



Stability summary - winner: #one; margin: 0.563 eV.



#one
Formula: C3H3NOS
Source: OMol25
Level of theory: the ωB97M-V functional and the def2-TZVPD basis

HOMO energy (spin up / spin down)   -4.7 / -10.0 eV
Frontier orbital gap (spin up / spin down)   4.65 / 6.00 eV
Spin multiplicity   3

Element x y z (Å)
C: -2.43045 -0.28202 -0.02451
C: -1.23348 -0.30993 -0.01156
C: 0.30528 -0.79377 -0.08288
N: 1.19620 0.25424 -0.22510
O: 0.57800 -1.94977 0.04372
S: 2.87072 0.12307 0.01710
H: -3.46331 -0.33827 -0.12447
H: 0.89984 1.19325 -0.59081
H: 2.83823 0.14275 1.29882

These are the Löwdin partial charges, in e, on atoms 1 to 4: C 0.055; C -0.058; C -0.613; N -0.292



#two
Formula: C3H3NOS
Source: OMol25
Level of theory: the ωB97M-V functional and the def2-TZVPD basis

HOMO energy (spin up / spin down)   -6.4 / -11.1 eV
Frontier orbital gap (spin up / spin down)   6.74 / 7.13 eV
Spin multiplicity   3

Element x y z (Å)
C: 0.08365 1.00638 1.79053
C: 0.47788 -1.20232 0.70111
C: 0.55271 0.30853 0.60924
N: -0.43749 1.62785 2.59355
O: 0.29407 -1.86373 -0.25124
S: 0.14773 0.91136 -0.94523
H: 0.69247 -1.54070 1.78721
H: 2.07263 0.13814 0.92964
H: 0.47252 -0.33538 -1.38981

These are the Löwdin partial charges, in e, on atoms 1 to 4: C -0.303; C -0.378; C -0.740; N 0.168



Stability summary - winner: #two; margin: 1.387 eV.



#one
Formula: CH9N2
Source: OMol25
Level of theory: the ωB97M-V functional and the def2-TZVPD basis

HOMO energy   -16.0 eV
Frontier orbital gap   12.52 eV
Spin multiplicity   1
Charge   +1

Element x y z (Å)
N: -1.60197 -0.12359 -1.10293
H: -1.98807 -1.01721 -0.78422
H: -1.92468 -0.11329 -2.06902
H: -0.15398 0.56071 -0.30625
H: -2.23292 0.54393 -0.63698
C: 1.04301 -0.56956 1.02988
N: 0.75260 0.66547 0.24029
H: 0.14155 -0.82015 1.56253
H: 1.21820 -1.39015 0.33954
H: 1.80350 -0.36405 1.75711
H: 1.43855 0.82558 -0.50329
H: 0.71078 1.48942 0.83465

These are the Löwdin partial charges, in e, on atoms 1 to 4: N 0.022; H 0.060; H 0.059; H 0.081



#two
Formula: CH9N2
Source: OMol25
Level of theory: the ωB97M-V functional and the def2-TZVPD basis

HOMO energy   -15.9 eV
Frontier orbital gap   12.49 eV
Spin multiplicity   1
Charge   +1

Element x y z (Å)
N: -1.72949 -0.52796 -0.34838
H: -2.23765 -0.99098 -1.12516
H: -2.44282 0.18826 -0.28743
H: -0.28486 0.21578 -0.59353
H: -1.77012 -1.15386 0.48108
C: 1.34759 0.13402 0.90157
N: 0.77443 0.38823 -0.50161
H: 1.12855 -0.90721 1.27706
H: 2.36514 0.42051 0.68729
H: 0.86863 0.95175 1.51376
H: 1.15896 -0.11195 -1.21263
H: 0.82163 1.39342 -0.79201

These are the Löwdin partial charges, in e, on atoms 1 to 4: N 0.025; H 0.081; H 0.059; H 0.066



Stability summary - winner: #one; margin: 0.537 eV.



#one
Formula: C5H5NOS
Source: OMol25
Level of theory: the ωB97M-V functional and the def2-TZVPD basis

HOMO energy   -8.5 eV
Frontier orbital gap   9.10 eV
SMILES string   C=Cn1sccc1=O
Spin multiplicity   1

Element x y z (Å)
C: -2.25565 0.84061 0.45393
C: -1.85829 1.57930 -0.59430
C: -1.26660 -0.14184 0.87537
C: 2.13359 -0.91561 -0.57937
C: 1.02269 -1.14130 0.07010
N: -0.15318 0.03515 0.08159
O: -1.32977 -0.97883 1.75191
S: -0.26656 1.18239 -1.12977
H: -3.21041 0.91283 0.93843
H: -2.39191 2.35465 -1.10891
H: 2.92540 -1.64569 -0.58829
H: 2.30730 -0.00674 -1.12965
H: 0.69176 -1.95038 0.68717

These are the Löwdin partial charges, in e, on atoms 1 to 4: C -0.081; C -0.379; C -0.575; C -0.010



#two
Formula: C5H5NOS
Source: OMol25
Level of theory: the ωB97M-V functional and the def2-TZVPD basis

HOMO energy   -9.7 eV
Frontier orbital gap   10.00 eV
SMILES string   CC(=O)c1cscn1
Spin multiplicity   1

Element x y z (Å)
C: 1.25917 1.74832 -1.15820
C: -0.70999 2.51615 -0.02194
C: 0.53941 0.78635 -0.49727
C: 0.90209 -0.64488 -0.44894
C: -0.05618 -1.49626 0.33222
N: -0.57098 1.25805 0.13595
O: 1.89006 -1.07051 -1.00191
S: 0.52892 3.28234 -0.98388
H: 2.16044 1.61396 -1.72110
H: -1.51520 3.08941 0.39197
H: -1.03293 -1.46391 -0.14662
H: -0.17144 -1.08908 1.33389
H: 0.30217 -2.52083 0.37668

These are the Löwdin partial charges, in e, on atoms 1 to 4: C -0.333; C -0.446; C -0.334; C -0.414



Stability summary - winner: #two; margin: 1.582 eV.



#one
Formula: C5H5NOS
Source: OMol25
Level of theory: the ωB97M-V functional and the def2-TZVPD basis

HOMO energy   -9.6 eV
Frontier orbital gap   8.47 eV
SMILES string   C[C@](C#N)(C=O)C=S
Spin multiplicity   1

Element x y z (Å)
C: -0.10399 -0.31370 1.36635
C: 0.14300 -0.09258 -0.16049
C: 0.42060 1.41974 -0.35700
C: -1.06977 -0.43526 -1.00353
C: 1.30932 -0.87105 -0.60231
H: -0.96963 0.30850 1.67816
H: -0.34078 -1.38086 1.57039
H: 0.80418 -0.02193 1.90520
H: -0.42221 2.04344 -0.05050
H: -0.81901 -0.95091 -1.97133
N: 2.19403 -1.52602 -0.94521
O: 1.43912 1.86670 -0.77417
S: -2.58486 -0.04607 -0.65556

These are the Löwdin partial charges, in e, on atoms 1 to 4: C -0.039; C -0.527; C -0.221; C -0.603



#two
Formula: C5H5NOS
Source: OMol25
Level of theory: the ωB97M-V functional and the def2-TZVPD basis

HOMO energy   -9.1 eV
Frontier orbital gap   8.18 eV
Spin multiplicity   1

Element x y z (Å)
C: -1.41259 2.43192 0.11370
C: -0.76483 1.15549 0.52335
C: 1.27932 -1.55134 0.29508
C: 0.47258 -2.09094 -0.86212
C: -0.25535 -2.84657 -1.54724
H: -1.85488 2.08697 -0.94282
H: -0.26522 3.31173 -0.47423
H: -2.15789 2.86500 0.96700
H: 1.42155 -2.37586 1.05055
H: -1.08631 -3.58363 -2.01466
N: 1.23507 -0.23715 0.72329
O: -1.50252 0.43754 1.31016
S: 0.71267 0.82901 -0.32918

These are the Löwdin partial charges, in e, on atoms 1 to 4: C -0.135; C -0.781; C -0.163; C -0.155



Stability summary - winner: #one; margin: 5.700 eV.